Formula: C24H36IIrN3O5P2
Source: the Open Molecules 2025 dataset
Level of theory: wB97M-V/def2-TZVPD

Positions of all 72 atoms, in Å:
1 Ir -0.1352 0.1442 0.1821
2 O 3.6329 -1.6908 -1.1828
3 C 2.8069 -1.2521 -0.2793
4 O 1.6073 -1.4923 -0.3350
5 C 3.4667 -0.4293 0.8001
6 C 2.6550 -0.4864 2.1141
7 C 3.5080 0.0952 3.2512
8 C 3.4258 1.5989 2.9374
9 C 2.5576 1.5928 1.6708
10 O 1.6583 0.5096 1.9138
11 C 3.3994 1.0872 0.4875
12 C 2.7037 1.4768 -0.8671
13 O 3.3978 2.0386 -1.6835
14 O 1.4724 1.2023 -0.9996
15 H 4.4975 -0.7661 0.9000
16 H 2.1963 -1.4532 2.3077
17 H 4.5244 -0.2868 3.2439
18 H 3.0629 -0.1301 4.2190
19 H 4.3945 2.0610 2.7766
20 H 2.9171 2.1457 3.7283
21 H 2.0253 2.5176 1.4619
22 H 4.3887 1.5415 0.4410
23 C 1.8107 -2.4421 -3.2434
24 P 1.3088 -0.7744 -3.0031
25 C 2.6159 0.1741 -3.8610
26 C -0.2115 -0.4234 -4.0316
27 C -0.7599 0.9225 -3.6009
28 P -1.4898 0.8819 -1.9012
29 C -1.8982 2.6525 -1.7184
30 C -3.1418 0.1562 -2.2629
31 H 2.5208 -2.6653 -4.0225
32 H 1.2594 -3.2463 -2.7916
33 H 3.1448 -2.1818 -1.9164
34 H 2.5815 -0.0970 -4.9173
35 H 3.5893 -0.0869 -3.4462
36 H 2.4737 1.2479 -3.7480
37 H -0.9341 -1.2261 -3.8826
38 H 0.0999 -0.4269 -5.0799
39 H -1.5417 1.2630 -4.2855
40 H 0.0398 1.6666 -3.5973
41 H -2.3878 3.0035 -2.6259
42 H -0.9876 3.2256 -1.5604
43 H -2.5627 2.8048 -0.8716
44 H -3.6507 0.8006 -2.9778
45 H -3.7432 0.0988 -1.3585
46 H -3.0499 -0.8388 -2.6958
47 I -3.4268 -4.6755 -1.6095
48 C -2.1642 -3.8926 -0.1104
49 C -1.7041 -4.6709 0.9450
50 C -0.9082 -4.0608 1.8998
51 C -0.6024 -2.7133 1.7777
52 N -1.0272 -1.9800 0.7519
53 C -1.7876 -2.5568 -0.1720
54 H -1.9602 -5.7171 1.0218
55 H -0.5392 -4.6274 2.7366
56 H -0.0114 -2.2142 2.5296
57 H -2.1121 -1.9280 -0.9894
58 C -5.2347 0.9032 2.6404
59 C -3.7984 1.1816 2.4402
60 C -2.9905 2.1567 2.9967
61 C -1.7252 1.9924 2.4282
62 N -1.7498 0.9701 1.5643
63 N -3.0188 0.4963 1.5789
64 C -0.5088 2.7867 2.7056
65 H -5.5876 1.4318 3.5215
66 H -5.4270 -0.1611 2.7634
67 H -5.8108 1.2521 1.7822
68 H -3.2772 2.8899 3.7212
69 H -3.2752 -0.3298 1.0602
70 H -0.7580 3.6350 3.3352
71 H -0.0725 3.1476 1.7763
72 H 0.2290 2.1707 3.2156

Summary:
Charge: +2
Molar mass (g mol⁻¹): 827.64
⟨S²⟩: 0.7811
Highest occupied orbital energy (alpha / beta) (eV): -12.746 / -13.288
2S+1: 2
Gap between HOMO and LUMO (alpha / beta) (eV): 5.10 / 5.81
F_max (eV/Å): 3.872

Mulliken atomic charge list, values in e, 2 entries: atom 1 (Ir): 2.734, atom 2 (O): -0.528